Entry 1:
Formula: C33H42NOSSb3W
Source: the OMol25 dataset
Level of theory: ωB97M-V/def2-TZVPD

<S²> = 2.0359
Energy relative to the best compared isomer or geometry (same formula, charge and spin) = 1.782 eV

ORCA input file:
```
! RIJCOSX wB97M-V def2-TZVPD def2/J DEFGRID3
* xyz 4 3
W 7.565 12.157 9.814
C 5.634 11.683 10.678
C 5.568 11.586 12.217
C 6.157 12.795 12.945
Sb 8.318 12.672 12.476
C 9.192 14.467 13.331
C 10.622 14.541 13.279
C 11.310 15.440 14.079
C 10.635 16.191 15.067
C 9.258 16.121 15.112
C 8.552 15.360 14.206
C 8.976 11.066 13.831
C 8.062 10.595 14.812
C 8.554 9.979 15.977
C 9.913 9.813 16.174
C 10.796 10.270 15.175
C 10.329 10.913 14.037
Sb 7.839 9.776 8.292
C 9.519 11.280 9.335
C 10.084 10.135 9.989
C 11.330 9.625 9.581
C 12.222 10.430 8.897
C 11.740 11.649 8.362
C 10.347 11.909 8.367
C 7.015 7.981 9.354
C 6.745 8.106 10.700
C 5.653 7.440 11.281
C 4.921 6.529 10.521
C 5.257 6.307 9.189
C 6.280 7.056 8.614
H 4.949 12.435 10.236
H 5.374 10.665 10.311
H 6.093 10.699 12.616
H 4.524 11.468 12.530
H 5.950 12.831 14.018
H 5.779 13.749 12.525
H 11.197 13.936 12.607
H 12.407 15.469 14.005
H 11.217 16.789 15.768
H 8.722 16.558 15.940
H 7.468 15.332 14.184
H 7.015 10.701 14.674
H 7.856 9.818 16.820
H 10.257 9.309 17.085
H 11.913 10.210 15.341
H 11.059 11.280 13.288
H 9.562 9.566 10.790
H 11.604 8.635 9.972
H 13.293 10.151 8.794
H 12.448 12.310 7.851
H 9.939 12.511 7.561
H 7.372 8.764 11.326
H 5.390 7.580 12.320
H 4.121 5.923 10.946
H 4.835 5.520 8.580
H 6.545 6.795 7.587
C 5.974 15.750 9.138
Sb 7.962 14.950 9.486
C 8.755 16.594 10.654
C 8.762 15.125 7.499
H 6.270 16.695 8.669
H 5.457 15.819 10.093
H 5.492 15.087 8.414
H 9.051 17.328 9.906
H 9.645 16.329 11.236
H 8.005 17.009 11.379
H 8.112 15.768 6.939
H 8.831 14.120 7.061
H 9.771 15.533 7.567
N 6.907 12.545 6.760
C 6.894 12.487 8.039
H 6.448 11.661 6.456
C 13.150 17.837 8.821
S 14.495 16.750 9.418
C 13.767 15.020 9.027
O 15.613 17.101 8.525
H 12.278 17.712 9.511
H 12.875 17.612 7.769
H 13.584 18.863 8.979
H 12.829 14.894 9.649
H 14.566 14.317 9.304
H 13.514 15.009 7.962
*
```

Results of the Löwdin charge analysis, in e, for atoms 1 through 2: atom 1 (W): 0.83, atom 2 (C): -0.30

***

Entry 2:
Formula: C33H43BBiF3N7S4
Source: the OMol25 dataset
Level of theory: ωB97M-V/def2-TZVPD

E_tot = -3798.44133 Ha

ORCA input file:
```
! RIJCOSX wB97M-V def2-TZVPD def2/J DEFGRID3
* xyz 1 1
Bi 0.577 -1.071 -0.968
C -1.599 -2.524 -3.283
C -1.120 -1.359 -3.869
C 0.224 -1.257 -4.218
C 1.092 -2.319 -3.982
C 0.610 -3.484 -3.394
C -0.733 -3.585 -3.047
H -2.641 -2.598 -2.999
H -1.786 -0.522 -4.037
H 0.594 -0.335 -4.651
H 2.140 -2.235 -4.240
H 1.283 -4.309 -3.203
H -1.104 -4.493 -2.590
C 3.336 4.011 -2.683
C 3.636 3.610 -1.242
C 4.435 4.727 -0.577
C 4.438 2.313 -1.151
N 2.339 3.437 -0.489
C 1.962 4.207 0.601
C 0.783 3.732 1.043
N 0.416 2.685 0.227
B -0.694 1.654 0.469
N -2.077 2.007 -0.056
C -2.600 3.241 -0.379
C -3.795 3.031 -0.953
N -4.013 1.656 -0.992
C -2.938 1.027 -0.445
S -2.627 -0.647 -0.193
C -5.256 1.139 -1.665
C -5.238 1.650 -3.106
C -5.353 -0.380 -1.681
C -6.453 1.697 -0.896
N -0.757 1.177 1.933
C -1.695 1.474 2.891
C -1.493 0.643 3.934
N -0.433 -0.188 3.604
C -0.002 0.159 2.373
S 1.362 -0.490 1.503
C 0.089 -1.304 4.471
C 1.537 -1.007 4.848
C -0.055 -2.625 3.717
C -0.753 -1.366 5.740
C 1.380 2.509 -0.706
S 1.340 1.366 -2.017
H 4.281 4.159 -3.207
H 2.779 4.949 -2.712
H 2.772 3.248 -3.211
H 5.373 4.827 -1.122
H 4.679 4.497 0.460
H 3.923 5.689 -0.627
H 5.433 2.490 -1.561
H 3.975 1.504 -1.707
H 4.548 2.004 -0.110
H 2.562 5.013 0.973
H 0.188 4.038 1.885
H -0.346 0.724 -0.131
H -2.079 4.161 -0.181
H -4.510 3.735 -1.332
H -4.308 1.365 -3.602
H -5.341 2.733 -3.166
H -6.069 1.207 -3.654
H -4.540 -0.840 -2.238
H -6.296 -0.619 -2.174
H -5.362 -0.807 -0.682
H -6.469 2.787 -0.882
H -6.447 1.337 0.134
H -7.375 1.360 -1.372
H -2.450 2.225 2.739
H -2.017 0.570 4.866
H 2.184 -0.933 3.977
H 1.911 -1.817 5.476
H 1.602 -0.079 5.418
H 0.605 -2.676 2.854
H -1.085 -2.761 3.384
H 0.199 -3.441 4.395
H -0.684 -0.447 6.324
H -0.363 -2.175 6.356
H -1.801 -1.584 5.530
F 5.525 -3.658 1.343
C 5.028 -4.149 0.194
F 5.564 -5.371 0.027
F 5.475 -3.380 -0.802
C 3.521 -4.236 0.251
C 2.977 -5.353 0.864
C 1.603 -5.496 0.982
C 0.815 -4.484 0.474
N 1.332 -3.402 -0.101
C 2.659 -3.241 -0.226
S 3.132 -1.715 -0.971
H 3.640 -6.120 1.242
H 1.161 -6.366 1.446
H -0.267 -4.526 0.531
*
```

Results of the Löwdin charge analysis, in e, for atoms 1 through 2: atom 1 (Bi): 1.30, atom 2 (C): -0.13

***

Entry 3:
Formula: C33H43BBrF33N3O8S
Source: the OMol25 dataset
Level of theory: ωB97M-V/def2-TZVPD

E_tot = -8342.21674 Ha

ORCA input file:
```
! RIJCOSX wB97M-V def2-TZVPD def2/J DEFGRID3
* xyz -1 1
C 0.865 -0.215 5.022
C 0.490 0.488 3.997
C 0.157 -0.076 2.637
C -1.266 -0.624 2.557
C -2.199 -0.192 3.665
N -2.481 1.252 3.649
O 0.253 1.089 1.838
B 0.786 0.796 0.533
C 1.899 1.776 -0.085
C 2.678 2.610 0.911
C 1.835 3.698 1.580
C 2.716 4.816 2.155
N 3.059 4.561 3.566
S -0.880 0.860 -0.635
O -1.927 1.637 -0.068
O -1.327 -0.445 -0.979
F -0.569 1.594 -2.079
O 1.079 -0.631 0.624
C 1.266 -0.928 1.958
N 2.596 -0.401 2.260
C 1.264 -2.459 2.171
Br 2.270 -3.029 3.774
C 1.767 -3.238 0.947
C 3.206 -3.742 0.965
H 0.550 -1.234 5.086
H 1.488 0.238 5.765
H 0.416 1.547 4.091
H -1.306 -1.704 2.541
H -1.723 -0.317 1.636
H -3.135 -0.709 3.470
H -1.896 -0.528 4.637
H -3.344 1.416 3.164
H -2.647 1.532 4.605
H 1.487 2.468 -0.802
H 2.585 1.160 -0.652
H 3.447 3.135 0.350
H 3.199 2.026 1.652
H 1.107 4.037 0.856
H 1.341 3.228 2.412
H 2.226 5.771 2.086
H 3.656 4.804 1.629
H 2.208 4.489 4.100
H 3.453 3.629 3.593
H 3.321 -1.003 1.920
H 2.719 -0.174 3.233
H 0.275 -2.809 2.372
H 1.150 -4.119 0.882
H 1.615 -2.695 0.032
H 3.305 -4.646 1.536
H 3.490 -4.003 -0.043
H 3.927 -3.020 1.308
C -4.031 2.105 -2.755
C -3.278 1.416 -3.903
C -2.157 2.223 -4.552
F -2.619 3.361 -5.125
F -1.577 1.488 -5.540
F -4.164 1.001 -4.843
F -2.714 0.299 -3.383
O -5.264 2.722 -3.089
C -5.269 3.993 -3.583
C -5.814 4.029 -5.010
F -5.064 3.265 -5.827
F -5.774 5.302 -5.477
F -4.052 4.561 -3.500
F -6.103 4.722 -2.807
H -4.307 1.309 -2.068
H -3.384 2.769 -2.184
H -1.391 2.476 -3.814
H -6.844 3.668 -5.033
C -4.442 -3.247 -6.731
C -5.343 -2.143 -6.162
C -5.176 -1.833 -4.676
F -5.471 -2.908 -3.908
F -6.027 -0.842 -4.312
F -6.636 -2.430 -6.444
F -5.038 -1.004 -6.840
O -5.016 -4.535 -6.849
C -5.013 -5.369 -5.764
C -6.435 -5.685 -5.304
F -7.087 -4.556 -4.965
F -6.387 -6.485 -4.213
F -4.264 -4.871 -4.766
F -4.438 -6.530 -6.155
H -4.232 -2.954 -7.757
H -3.475 -3.280 -6.232
H -4.158 -1.505 -4.454
H -6.989 -6.190 -6.098
C 1.581 3.678 -4.813
C 1.789 4.144 -3.370
C 2.012 5.639 -3.150
F 3.136 6.066 -3.772
F 2.157 5.879 -1.826
F 2.771 3.426 -2.806
F 0.647 3.813 -2.708
O 2.693 3.147 -5.506
C 3.548 3.996 -6.147
C 4.948 3.938 -5.539
F 4.915 4.282 -4.239
F 5.754 4.817 -6.185
F 3.066 5.253 -6.174
F 3.637 3.578 -7.431
H 0.890 2.842 -4.727
H 1.063 4.429 -5.409
H 1.157 6.218 -3.515
H 5.362 2.932 -5.631
C 3.220 -5.420 9.716
C 4.158 -6.236 8.814
C 5.585 -5.713 8.666
F 5.603 -4.483 8.112
F 6.282 -6.545 7.853
F 3.590 -6.395 7.603
F 4.254 -7.479 9.372
O 2.353 -4.516 9.074
C 2.816 -3.263 8.757
C 2.832 -3.036 7.248
F 3.623 -3.943 6.640
F 3.328 -1.808 6.982
F 4.025 -3.040 9.314
F 1.960 -2.376 9.305
H 2.556 -6.146 10.179
H 3.758 -4.949 10.538
H 6.089 -5.677 9.637
H 1.823 -3.114 6.835
*
```

Results of the Löwdin charge analysis, in e, for atoms 1 through 2: atom 1 (C): -0.02, atom 2 (C): -0.10